Below is a molecular structure, C4H14N3SW at a distorted geometry, with properties calculated with the ωB97M-V functional and the def2-TZVPD basis.

Results
**Energy relative to the best compared isomer or geometry (same formula, charge and spin)**: 99.84 kJ/mol
**Multiplicity**: 3
**Charge**: +1
**Frontier orbital gap (alpha / beta)**: 6.7 / 5.9 eV
**Maximum force**: 5.21 eV/A

Each line ends with the Mulliken spin population.
Positions of all 23 atoms, in Å:
C (-1.45, -0.57, -1.08)  0.0569
W (0.55, 0.33, -0.47)  1.7684
N (1.94, 1.03, -1.89)  0.0518
H (0.92, -1.12, 0.36)  -0.0130
H (-1.32, 0.52, -0.69)  -0.0131
H (-2.23, -1.00, -0.39)  0.0240
H (-0.74, -1.41, -1.12)  -0.0202
H (-1.78, -0.34, -1.97)  -0.0200
H (2.93, 0.70, -1.82)  0.0184
H (2.05, 2.06, -1.98)  0.0253
H (1.70, 0.78, -2.89)  0.0085
S (0.52, 1.30, 1.55)  0.0715
C (0.06, 0.33, 3.01)  0.0213
N (0.93, -0.34, 3.74)  0.0020
C (0.32, -0.88, 4.94)  0.0012
C (-1.13, -0.41, 4.82)  0.0022
N (-1.12, 0.30, 3.56)  0.0101
H (1.90, -0.51, 3.43)  0.0022
H (0.81, -0.47, 5.83)  -0.0001
H (0.40, -1.97, 4.95)  -0.0004
H (-1.39, 0.27, 5.65)  -0.0003
H (-1.82, -1.25, 4.82)  0.0002
H (-1.96, 0.77, 3.14)  0.0030